No. 1
{
  "formula": "C6H13NO",
  "method": "ωB97M-V with the def2-TZVPD basis set",
  "lumo_ha": 0.02568,
  "smiles": "CCN(C)[C@H](C)C=O",
  "relative_energy_kcal_mol": 66.5,
  "largest_force_ev_per_a": 4.68,
  "charge": 0,
  "homo_ev": -8.43,
  "symbols": ["C", "C", "N", "C", "C", "C", "C", "O", "H", "H", "H", "H", "H", "H", "H", "H", "H", "H", "H", "H", "H"],
  "positions_angstrom": [[0.393911, 1.461943, -2.232141], [0.805429, 0.281098, -1.246526], [-0.240060, 0.140102, -0.250768], [-0.583282, 1.336964, 0.503888], [-1.361521, -1.575393, 1.185290], [0.020844, -1.066662, 0.577607], [1.095949, -1.071472, 1.620070], [2.094477, -0.344702, 1.574345], [1.343747, 1.918855, -2.766806], [-0.174214, 2.203549, -1.724817], [-0.084703, 0.999600, -3.198862], [1.824039, 0.346469, -0.794754], [0.947188, -0.598371, -1.845933], [0.061752, 1.631016, 1.357307], [-1.608008, 1.109059, 0.992147], [-0.709058, 2.204218, -0.205360], [-1.205423, -2.598240, 1.687023], [-1.570521, -0.984352, 2.121811], [-2.204149, -1.634199, 0.413649], [0.258479, -1.903848, -0.156905], [0.895125, -1.855634, 2.389736]],
  "forces_ev_per_a": [[2.89, -2.05, -3.06], [0.66, 2.01, -0.67], [0.98, -1.24, 0.64], [-1.97, 0.08, 0.69], [0.69, -0.77, 1.37], [-2.84, -0.88, -1.48], [1.79, 1.40, -0.61], [-2.13, -1.68, 0.62], [-1.66, -0.55, 1.56], [-0.33, 0.54, -0.44], [0.09, 0.94, 2.18], [-0.58, 0.86, -0.12], [-0.69, -0.79, -0.25], [0.23, -0.18, -0.60], [1.43, 0.64, -0.83], [0.00, -1.01, 1.31], [-0.21, 1.09, -1.18], [-0.46, -0.07, -1.25], [1.33, 0.34, 1.30], [0.20, 0.97, 0.73], [0.60, 0.37, 0.10]]
}

---

No. 2
{
  "formula": "C6H13NO",
  "method": "ωB97M-V with the def2-TZVPD basis set",
  "lumo_ha": 0.03209,
  "smiles": "CCNC(=O)C(C)C",
  "relative_energy_kcal_mol": 11.9,
  "largest_force_ev_per_a": 1.84,
  "charge": 0,
  "homo_ev": -9.48,
  "symbols": ["C", "C", "N", "C", "C", "C", "C", "O", "H", "H", "H", "H", "H", "H", "H", "H", "H", "H", "H", "H", "H"],
  "positions_angstrom": [[1.380286, -0.952808, 2.978704], [0.803134, 0.132574, 2.063388], [0.253579, -0.399216, 0.838316], [0.233891, 0.300437, -0.326121], [-0.669894, -0.268700, -1.441320], [-2.117944, -0.391322, -0.909051], [-0.645265, 0.674453, -2.627909], [0.922715, 1.288775, -0.490432], [2.463421, -0.974010, 2.938512], [1.040836, -1.953685, 2.698756], [1.025591, -0.875168, 4.003941], [0.034121, 0.710969, 2.580492], [1.612932, 0.837321, 1.859215], [-0.149749, -1.320029, 0.848143], [-0.351609, -1.286081, -1.655065], [-2.758586, 0.449795, -1.128266], [-2.137677, -0.577252, 0.161630], [-2.560786, -1.301634, -1.317801], [0.397109, 0.892561, -2.885297], [-0.998265, 1.656429, -2.342348], [-1.071663, 0.195141, -3.505809]],
  "forces_ev_per_a": [[-0.54, -0.58, -0.09], [0.45, 0.12, 0.60], [0.14, -0.11, -0.17], [0.45, -0.35, -0.52], [-0.79, 0.88, 1.09], [0.16, -1.18, 0.19], [1.74, -0.54, -0.24], [-0.27, 0.37, 0.12], [0.12, 0.03, 0.15], [0.00, 0.02, -0.28], [0.26, 0.40, 0.13], [-0.07, -0.06, 0.09], [-0.29, -0.05, -0.42], [-0.17, 0.09, 0.15], [0.37, 0.00, -0.30], [0.01, 0.31, -0.13], [-0.01, 0.24, 0.19], [-0.26, 0.21, -0.29], [-0.01, -0.22, -0.07], [-0.74, 0.00, -0.19], [-0.55, 0.41, 0.01]]
}

---

No. 3
{
  "formula": "C6H13NO",
  "method": "ωB97M-V with the def2-TZVPD basis set",
  "lumo_ha": 0.03330,
  "smiles": "C=C(O)[C@@H](C)[C@H](C)N",
  "relative_energy_kcal_mol": 75.5,
  "largest_force_ev_per_a": 5.61,
  "charge": 0,
  "homo_ev": -8.47,
  "symbols": ["C", "C", "C", "C", "C", "N", "C", "O", "H", "H", "H", "H", "H", "H", "H", "H", "H", "H", "H", "H", "H"],
  "positions_angstrom": [[0.524530, 0.680955, 0.301540], [-1.241069, 0.234044, 0.177629], [0.845722, 1.757825, -0.720160], [-1.686771, -0.726127, 1.265253], [1.171241, -0.579938, 0.111520], [-1.751573, -0.127459, -1.109908], [1.086518, -1.749034, -0.487669], [2.616325, -0.248844, 0.897519], [3.003274, 0.605153, 0.649426], [0.589002, 1.047747, 1.328033], [-1.620755, 1.231847, 0.409774], [-1.283029, 0.352854, -1.870706], [-1.728272, -1.127493, -1.280556], [0.985641, 1.342591, -1.721305], [1.770911, 2.263801, -0.433764], [0.042121, 2.500016, -0.775644], [-1.379843, -1.755025, 1.059527], [-2.779113, -0.717354, 1.357952], [-1.276598, -0.433951, 2.235263], [0.165305, -2.141502, -0.899002], [1.946431, -2.410107, -0.494718]],
  "forces_ev_per_a": [[-5.32, -1.01, -0.60], [1.95, 1.80, 0.61], [0.06, -0.10, 0.00], [0.08, 0.04, -0.01], [5.22, 1.25, 1.62], [0.16, -0.32, -0.30], [0.13, -0.03, 0.51], [-1.84, -1.88, -1.33], [-0.64, -0.25, -0.35], [0.14, -0.20, -0.18], [-0.23, 0.00, 0.08], [-0.13, -0.07, 0.08], [0.11, 0.20, 0.00], [0.00, -0.03, 0.09], [-0.06, 0.11, -0.17], [0.14, -0.03, 0.14], [0.06, 0.07, 0.02], [0.16, 0.04, -0.13], [0.03, -0.05, -0.12], [0.05, 0.30, -0.06], [-0.07, 0.16, 0.10]]
}

---

no.,frontier orbital gap (eV)
1,9.12
2,10.36
3,9.38